ORCA calculation (ωB97M-V with the def2-TZVPD basis set) on 2 unconnected molecules or ions with the total composition C2H3FO2 in a non-equilibrium geometry.

Geometry (Å):
C -0.22190 -0.78233 -1.19790
F -0.63636 1.68888 -1.22089
C -0.75798 0.50658 -0.56843
O 1.28164 0.22802 0.68051
H -0.43407 -1.61428 -0.57974
H -1.12282 0.48763 0.43772
O 0.15742 -0.87268 -2.36496
H 1.72074 0.39385 -0.09147

Largest force on an atom: 0.0947 hartree/bohr
Multiplicity: 1
Total charge: 0
DFT total energy: -8930.2019 eV
HOMO-LUMO gap (spin up / spin down): 7.9 / 7.9 eV
E_LUMO (spin up / spin down): -2.6 / -2.6 eV

Here are the natural (NBO) charges for atoms 1 to 6, given in e: 0.31, -0.26, 0.44, -0.81, 0.16, 0.22



ORCA calculation (ωB97M-V with the def2-TZVPD basis set) on a single C2H3FO2 molecule in a non-equilibrium geometry.

Geometry (Å):
F 1.66117 -0.70902 -0.03217
C -0.27628 0.35288 -0.93313
H -0.05033 -0.37864 -1.70643
C 0.41722 -0.25435 0.21584
O 0.26412 -0.34607 1.52051
O -0.64749 -0.36979 2.78822
H -0.01720 1.31073 -1.34934
H -1.35120 0.39427 -0.50349

Largest force on an atom: 0.1348 hartree/bohr
Multiplicity: 1
Total charge: 0
DFT total energy: -8928.6996 eV
HOMO-LUMO gap: 9.0 eV
E_LUMO: -0.5 eV

Here are the natural (NBO) charges for atoms 1 to 6, given in e: -0.30, -0.76, 0.26, 0.88, -0.28, -0.37



ORCA calculation (ωB97M-V with the def2-TZVPD basis set) on a single C2H3FO2 molecule in a non-equilibrium geometry.

Geometry (Å):
C 0.90816 0.32802 0.14717
H -2.00705 -0.45085 -0.67317
C -0.44144 -0.36789 0.12686
H 1.20026 0.19708 -0.88991
O -0.77878 -1.17889 0.96439
O -1.22357 0.12000 -0.82692
H 0.63664 1.44318 0.08135
F 1.70577 -0.09064 1.07024

Largest force on an atom: 0.1059 hartree/bohr
Multiplicity: 1
Total charge: 0
SMILES: O=C(O)CF
DFT total energy: -8934.7079 eV
HOMO-LUMO gap: 11.5 eV
E_LUMO: 0.7 eV

Here are the natural (NBO) charges for atoms 1 to 6, given in e: -0.04, 0.50, 0.73, 0.18, -0.59, -0.67



ORCA calculation (ωB97M-V with the def2-TZVPD basis set) on a single C2H3FO2S molecule in a non-equilibrium geometry.

Geometry (Å):
H 1.30841 0.03161 1.42873
S -0.51401 -0.61132 0.09128
F -0.28715 2.04966 0.12700
C 0.99787 -0.75774 0.75121
H 1.80306 -1.06214 0.04803
C -0.66510 1.10770 -0.74457
H -0.54976 1.40681 -1.77412
O -1.49898 -0.69678 1.08190
O -0.59432 -1.46780 -1.00947

Largest force on an atom: 0.0655 hartree/bohr
Multiplicity: 1
Total charge: 0
DFT total energy: -19764.9005 eV
HOMO-LUMO gap (spin up / spin down): 7.5 / 10.0 eV
E_LUMO (spin up / spin down): -2.3 / -1.0 eV

Here are the natural (NBO) charges for atoms 1 to 6, given in e: 0.21, 2.10, -0.32, -0.57, 0.22, 0.04



ORCA calculation (ωB97M-V with the def2-TZVPD basis set) on 2 unconnected molecules or ions with the total composition C2H3FO2S in a non-equilibrium geometry.

Geometry (Å):
C -1.70022 0.14938 1.47717
F 1.71522 1.10571 -0.88547
O 2.21648 -1.00120 -0.44663
H -2.17052 0.85134 2.13632
C 1.75980 -0.22026 -1.19189
H -1.62990 -0.88449 1.76339
H 1.42378 -0.35240 -2.22502
O -0.50688 -0.37117 -0.70358
S -1.10776 0.72309 0.07571

Largest force on an atom: 0.0365 hartree/bohr
Multiplicity: 1
Total charge: 0
DFT total energy: -19768.6835 eV
HOMO-LUMO gap: 9.6 eV
E_LUMO: -0.5 eV

Here are the natural (NBO) charges for atoms 1 to 6, given in e: -0.71, -0.37, -0.53, 0.23, 0.75, 0.24



ORCA calculation (ωB97M-V with the def2-TZVPD basis set) on 2 unconnected molecules or ions with the total composition C2H3FOS in a non-equilibrium geometry.

Geometry (Å):
S 1.15460 -0.69699 -1.09947
H -0.20488 -2.47976 -0.36510
C -0.95787 2.44810 -0.30791
O -1.07267 2.19830 0.81726
C 0.43608 -1.69467 0.12073
F -0.31607 3.51321 -0.77764
H -0.26199 -1.06104 0.82222
H 1.22281 -2.22716 0.78990

Largest force on an atom: 0.0603 hartree/bohr
Multiplicity: 1
Total charge: 0
DFT total energy: -17719.2216 eV
HOMO-LUMO gap (spin up / spin down): 7.7 / 6.9 eV
E_LUMO (spin up / spin down): -1.6 / -2.0 eV

Here are the natural (NBO) charges for atoms 1 to 6, given in e: 0.14, 0.26, 0.81, -0.49, -0.86, -0.32



ORCA calculation (ωB97M-V with the def2-TZVPD basis set) on 2 unconnected molecules or ions with the total composition C2H3FS in a non-equilibrium geometry.

Geometry (Å):
H 0.50486 -1.58701 -0.85504
F -1.48232 -1.69396 0.42172
C -0.36986 0.61919 0.09745
S -1.47820 0.28218 -1.33332
H 0.66759 0.92860 0.01143
H -0.69511 1.02425 0.99363
C -0.66386 -0.82726 -0.23764

Largest force on an atom: 0.0938 hartree/bohr
Multiplicity: 1
Total charge: 0
DFT total energy: -15672.5340 eV
HOMO-LUMO gap: 10.1 eV
E_LUMO: 0.7 eV

Here are the natural (NBO) charges for atoms 1 to 6, given in e: 0.15, -0.34, -0.53, 0.16, 0.23, 0.22



ORCA calculation (ωB97M-V with the def2-TZVPD basis set) on a single C2H3FS2 molecule in a non-equilibrium geometry.

Geometry (Å):
S -2.22932 1.19240 1.16366
C 1.45415 -0.48473 -0.39263
H 2.23412 -0.80511 0.22224
H -0.24737 0.25861 -1.08299
H -2.98686 0.24740 0.35191
F 1.86220 -0.85475 -1.61765
S -0.39292 0.34742 1.50707
C 0.30600 0.09876 -0.15161

Largest force on an atom: 0.0423 hartree/bohr
Multiplicity: 1
Total charge: 0
SMILES: F/C=C/SS
DFT total energy: -26509.1250 eV
HOMO-LUMO gap: 9.0 eV
E_LUMO: 0.2 eV

Here are the natural (NBO) charges for atoms 1 to 6, given in e: -0.14, 0.22, 0.17, 0.24, 0.15, -0.33



ORCA calculation (ωB97M-V with the def2-TZVPD basis set) on 2 unconnected molecules or ions with the total composition C2H3FS2 in a non-equilibrium geometry.

Geometry (Å):
H 1.99082 -0.49653 0.83048
C 2.40524 0.23055 0.16112
S -1.45755 0.52820 -1.05184
F -1.91303 -0.74970 1.16193
S 1.48037 0.29631 -1.20344
H 3.32509 0.70759 0.08825
C -2.34460 -0.12480 0.05724
H -3.48634 -0.39162 -0.04374

Largest force on an atom: 0.0868 hartree/bohr
Multiplicity: 1
Total charge: 0
SMILES: FC=S.C=S
DFT total energy: -26507.7298 eV
HOMO-LUMO gap: 7.9 eV
E_LUMO: -0.4 eV

Here are the natural (NBO) charges for atoms 1 to 6, given in e: 0.21, -0.48, 0.11, -0.33, 0.05, 0.20



ORCA calculation (ωB97M-V with the def2-TZVPD basis set) on a single C2H3FS3 molecule in a non-equilibrium geometry.

Geometry (Å):
S -0.26269 -1.18642 -2.26396
S -1.67741 -0.41858 -1.20333
H -1.20279 0.77008 -1.33784
S -1.41636 -0.24144 1.12161
C 0.30370 -0.37983 1.16962
H 0.77048 -1.26109 1.54160
F 0.43037 1.59089 0.01381
C 1.04410 0.61808 0.63056
H 2.01062 0.50831 0.32792

Largest force on an atom: 0.0755 hartree/bohr
Multiplicity: 1
Total charge: 0
DFT total energy: -37343.5663 eV
HOMO-LUMO gap: 7.5 eV
E_LUMO: -1.2 eV

Here are the natural (NBO) charges for atoms 1 to 6, given in e: -0.39, 0.33, 0.12, 0.05, -0.49, 0.23



ORCA calculation (ωB97M-V with the def2-TZVPD basis set) on a molecular structure, C2H3FeLiO2 in a non-equilibrium geometry.

Geometry (Å):
O -1.01788 0.78942 -0.48227
O 1.57189 -1.21371 0.54579
H -0.55793 -0.26129 1.27735
C -0.11480 0.38545 0.48865
H 0.33285 1.24386 1.03811
Li -2.65839 1.41176 -0.42441
H 1.86361 -1.99920 0.00145
C 1.02267 -0.30613 -0.18765
Fe -0.44199 -0.05016 -2.25701

Largest force on an atom: 0.0570 hartree/bohr
Multiplicity: 5
Total charge: 0
Expectation value of S²: 6.073
DFT total energy: -40804.1394 eV
HOMO-LUMO gap (spin up / spin down): 4.0 / 4.5 eV
E_LUMO (spin up / spin down): -0.7 / -1.0 eV

Here are the natural (NBO) charges for atoms 1 to 6, given in e: -1.13, -0.68, 0.16, -0.24, 0.18, 0.89



ORCA calculation (ωB97M-V with the def2-TZVPD basis set) on a molecular structure, C2H3FeO in a non-equilibrium geometry.

Geometry (Å):
Fe -1.28844 -0.42837 1.29615
H -1.12511 0.94439 2.52863
H 0.43580 1.24725 -0.32878
C 0.28812 -0.48685 -1.40859
H 1.44828 -0.28331 0.26490
C 0.61098 0.16558 -0.28253
O -0.36962 -1.15869 -2.06977

Largest force on an atom: 0.1163 hartree/bohr
Multiplicity: 6
Total charge: +2
Expectation value of S²: 8.777
DFT total energy: -38530.7239 eV
HOMO-LUMO gap (spin up / spin down): 9.3 / 7.3 eV
E_LUMO (spin up / spin down): -12.1 / -14.2 eV

Here are the natural (NBO) charges for atoms 1 to 6, given in e: 1.51, -0.01, 0.34, 0.84, 0.34, -0.82



ORCA calculation (ωB97M-V with the def2-TZVPD basis set) on a molecular structure, C2H3GdO3 in a non-equilibrium geometry.

Geometry (Å):
H 1.59269 -1.56893 -0.40130
C -2.57312 0.32960 0.20721
C 2.47726 -0.85855 -0.33139
H -3.60060 0.34254 0.60531
Gd 0.49650 1.75784 0.51244
O -1.77921 1.19382 0.55900
O 3.61210 -1.29046 -0.42089
H -2.39078 -0.25584 -0.71000
O 2.16517 0.34999 -0.02038

Largest force on an atom: 0.0744 hartree/bohr
Multiplicity: 8
Total charge: +2
Expectation value of S²: 16.748
DFT total energy: -29079.5306 eV
HOMO-LUMO gap (spin up / spin down): 4.8 / 11.0 eV
E_LUMO (spin up / spin down): -12.6 / -9.2 eV

Here are the Mulliken charges for atoms 1 to 6, given in e: 0.29, 0.10, 0.53, 0.29, 1.39, -0.38



ORCA calculation (ωB97M-V with the def2-TZVPD basis set) on a molecular structure, C2H3I2NO in a non-equilibrium geometry.

Geometry (Å):
I 1.28366 0.40675 0.74326
C 1.14058 0.03767 2.91329
N -0.54936 0.79955 0.26012
H -0.43815 0.37302 -2.31783
I 2.56032 1.18420 3.90091
H -0.03192 -1.14912 -1.43561
O -1.27177 -0.16632 -0.34053
C -0.83962 -0.50687 -1.63068
H -1.85372 -0.97888 -2.09292

Largest force on an atom: 0.0680 hartree/bohr
Multiplicity: 3
Total charge: 0
Expectation value of S²: 2.053
DFT total energy: -21851.8882 eV
HOMO-LUMO gap (spin up / spin down): 7.7 / 6.3 eV
E_LUMO (spin up / spin down): -0.1 / -2.1 eV

Here are the natural (NBO) charges for atoms 1 to 6, given in e: 0.77, -0.61, -0.23, 0.19, 0.12, 0.18



ORCA calculation (ωB97M-V with the def2-TZVPD basis set) on 2 unconnected molecules or ions with the total composition C2H3I2NO2P in a non-equilibrium geometry.

Geometry (Å):
I -0.02594 2.15397 3.26881
O -1.89342 -0.52494 0.64449
H 0.93841 -0.53999 -2.43549
O -2.25530 -0.30335 -1.56788
N 1.03554 0.56460 -0.72898
H 0.38135 -0.32560 1.52836
C 0.87891 -0.40274 -1.46277
C -1.93741 -0.36449 -0.47397
H 1.83321 1.28479 1.04499
P 0.41949 1.11601 0.96168
I 0.62517 -2.65826 -0.77923

Largest force on an atom: 0.1132 hartree/bohr
Multiplicity: 3
Total charge: -1
Expectation value of S²: 2.012
DFT total energy: -33195.7534 eV
HOMO-LUMO gap (spin up / spin down): 3.6 / 4.6 eV
E_LUMO (spin up / spin down): 2.7 / 0.4 eV

Here are the natural (NBO) charges for atoms 1 to 6, given in e: -0.22, -0.52, 0.15, -0.52, -0.81, 0.03



ORCA calculation (ωB97M-V with the def2-TZVPD basis set) on a molecular structure, C2H3I3O in a non-equilibrium geometry.

Geometry (Å):
I 0.62092 -2.16608 -0.27630
I 0.30878 -0.03496 -3.09834
H 2.49445 -1.13403 -1.97424
I -0.49705 0.57799 3.49364
H 1.78118 0.17549 -1.12770
H -2.85293 1.48715 1.88975
C 1.54946 -0.71127 -1.52377
O -2.28751 1.10801 1.22028
C -1.11732 0.69768 1.39669

Largest force on an atom: 0.0836 hartree/bohr
Multiplicity: 3
Total charge: 0
Expectation value of S²: 2.008
DFT total energy: -28466.7648 eV
HOMO-LUMO gap (spin up / spin down): 7.0 / 7.3 eV
E_LUMO (spin up / spin down): -0.1 / -2.0 eV

Here are the natural (NBO) charges for atoms 1 to 6, given in e: 0.17, 0.12, 0.24, 0.04, 0.20, 0.53



ORCA calculation (ωB97M-V with the def2-TZVPD basis set) on a molecular structure, C2H3I3O2 in a non-equilibrium geometry.

Geometry (Å):
O -1.90883 -0.86386 -0.67524
H 2.43256 -0.66276 -1.08847
H -2.06405 -0.37605 0.09226
O 1.62665 -0.97064 -0.67201
I -0.05672 1.12552 -2.16979
H 0.02102 0.41818 0.84314
C -0.67636 -1.40543 -0.70763
I -0.34260 -2.56444 1.10514
I -0.48914 -2.59327 -2.44663
C 0.39331 -0.35183 -0.69680

Largest force on an atom: 0.0818 hartree/bohr
Multiplicity: 3
Total charge: 0
Expectation value of S²: 2.007
DFT total energy: -30512.4236 eV
HOMO-LUMO gap (spin up / spin down): 5.4 / 5.5 eV
E_LUMO (spin up / spin down): -0.4 / -3.7 eV

Here are the natural (NBO) charges for atoms 1 to 6, given in e: -0.76, 0.52, 0.48, -0.77, 0.15, 0.02



ORCA calculation (ωB97M-V with the def2-TZVPD basis set) on a single C2H3I3Si molecule in a non-equilibrium geometry.

Geometry (Å):
H -0.49542 -0.19646 1.43095
Si -2.71200 0.42519 0.01149
C -0.82326 0.26276 0.41308
I -3.83290 1.75646 1.75367
C 0.12855 0.71980 -0.47137
I -4.12631 -2.31999 0.08422
I -2.96911 1.26609 -2.26280
H 1.20069 0.70359 -0.35469
H -0.22215 1.25670 -1.38758

Largest force on an atom: 0.0522 hartree/bohr
Multiplicity: 1
Total charge: 0
SMILES: C=C[Si](I)(I)I
DFT total energy: -34303.3866 eV
HOMO-LUMO gap: 7.4 eV
E_LUMO: -1.8 eV

Here are the natural (NBO) charges for atoms 1 to 6, given in e: 0.26, 0.89, -0.73, -0.11, -0.31, -0.31



ORCA calculation (ωB97M-V with the def2-TZVPD basis set) on a gas-phase ion, C2H3IN (charge +1) in a non-equilibrium geometry.

Geometry (Å):
H 0.90106 2.02190 0.05447
H -1.81975 -1.06740 -0.90586
C -1.11187 -0.75315 0.00430
C 0.70825 0.87615 0.03504
I 2.87368 -0.07751 -0.01275
H -1.34141 -1.10605 0.90434
N -0.20996 0.10605 -0.07953

Largest force on an atom: 0.1117 hartree/bohr
Multiplicity: 1
Total charge: +1
SMILES: C=[N+]=CI
DFT total energy: -11703.0923 eV
HOMO-LUMO gap: 7.8 eV
E_LUMO: -6.8 eV

Here are the natural (NBO) charges for atoms 1 to 6, given in e: 0.32, 0.27, 0.10, 0.14, 0.25, 0.22



ORCA calculation (ωB97M-V with the def2-TZVPD basis set) on a gas-phase ion, C2H3IN (charge +1) in a non-equilibrium geometry.

Geometry (Å):
C -0.91971 -0.80378 -0.05863
C 1.27704 0.74595 -0.01617
H 1.69333 0.92560 1.06696
I -2.75737 0.38426 -0.01959
N 0.19930 -0.35342 -0.13526
H 1.73723 1.04965 -0.86258
H -1.22981 -1.94826 0.02526

Largest force on an atom: 0.1303 hartree/bohr
Multiplicity: 3
Total charge: +1
Expectation value of S²: 2.026
DFT total energy: -11700.2419 eV
HOMO-LUMO gap (spin up / spin down): 8.3 / 6.1 eV
E_LUMO (spin up / spin down): -4.6 / -9.2 eV

Here are the natural (NBO) charges for atoms 1 to 6, given in e: 0.02, -0.11, 0.25, 0.70, -0.34, 0.20